Version a
Computed, not measured: C20H20N2O6 in the gas phase, with the ωB97M-V functional and the def2-TZVPD basis.

Computed properties:
E_LUMO = 0.4 eV
Gap between HOMO and LUMO = 0.3168 Eh
Total charge = 0
Structure (SMILES) = COc1cc(/C=C(\NC(C)=O)C(=O)Nc2cccc(O)c2)ccc1OC(C)=O

Each line ends with the Mulliken charge.
Positions of all 48 atoms, in Å:
H (-2.817, -1.166, -2.732)  0.3555
H (4.204, 1.762, -2.201)  0.3338
C (5.335, 0.304, 0.635)  -0.2000
H (-1.460, -0.501, -0.988)  0.5894
C (-1.950, 2.165, 1.026)  -1.0052
H (4.972, -0.223, 1.503)  0.4601
C (4.435, 0.748, -0.324)  0.2267
H (-8.090, -0.294, 0.019)  0.3201
C (6.695, 0.530, 0.466)  0.7505
C (0.278, -3.776, 0.499)  -1.2097
H (8.219, 1.371, -0.768)  0.4193
H (-1.398, 2.875, 1.622)  0.4501
C (-3.556, -1.520, -2.005)  -0.9185
C (2.377, -0.090, 0.784)  0.2423
H (0.799, -4.603, 0.026)  0.3628
O (2.065, -2.413, -0.377)  -0.5979
H (6.615, 2.164, -2.483)  0.3681
O (-5.424, 1.441, 0.121)  -0.4385
C (-6.149, 0.392, 0.556)  0.7787
H (-3.084, -2.227, -1.316)  0.3307
H (2.513, 0.855, -0.997)  0.2112
C (4.902, 1.420, -1.451)  -0.8679
H (-0.625, -1.454, 0.955)  0.4195
O (-4.154, -0.452, -1.314)  -0.4592
H (-4.368, -2.019, -2.531)  0.2565
C (-3.327, 2.249, 0.952)  -0.6181
C (0.177, 1.037, 0.497)  -0.7372
C (-3.375, 0.339, -0.534)  0.9363
C (-4.039, 1.340, 0.193)  0.7367
H (-3.867, 3.018, 1.483)  0.4677
O (7.598, 0.104, 1.386)  -0.5662
H (-7.757, 1.404, -0.428)  0.3038
C (6.257, 1.643, -1.608)  -0.4318
C (-1.996, 0.243, -0.421)  -0.6930
H (0.271, -3.930, 1.576)  0.3135
O (2.845, -0.555, 1.800)  -0.7147
C (-1.273, 1.140, 0.370)  0.0034
O (-5.677, -0.575, 1.087)  -0.5309
H (7.139, -0.359, 2.097)  0.2991
N (0.315, -1.371, 0.591)  -0.1021
H (-8.067, 0.957, 1.260)  0.2783
C (0.882, -0.103, 0.556)  0.3435
N (3.056, 0.552, -0.199)  -0.0094
H (0.710, 1.969, 0.617)  0.4852
H (-0.750, -3.741, 0.145)  0.2863
C (-7.615, 0.634, 0.324)  -1.0935
C (1.000, -2.487, 0.189)  0.6253
C (7.160, 1.205, -0.658)  -0.7602

Version b
Computed, not measured: C20H20N2O6 in the gas phase, with the ωB97M-V functional and the def2-TZVPD basis.

Computed properties:
E_LUMO = -0.3 eV
Gap between HOMO and LUMO = 0.3021 Eh
Total charge = 0
Structure (SMILES) = CC(=O)/N=C/Cc1ccc2c(c1)O[C@H](c1ccc(O)c(O)c1)[C@@H](NC(C)=O)O2

Each line ends with the Mulliken charge.
Positions of all 48 atoms, in Å:
H (-0.180, -5.034, 0.499)  0.4379
H (3.141, -3.147, -0.912)  0.5084
C (0.043, -4.239, 1.235)  0.1256
H (-1.870, 3.193, -1.095)  0.2575
H (-3.190, 3.430, -3.040)  0.3471
C (-2.754, 1.684, -2.429)  0.5764
C (1.528, -3.788, 1.404)  -1.1286
C (-1.763, 2.161, -1.548)  -0.1850
C (1.883, -2.474, 0.749)  0.5742
O (-3.867, 0.027, -3.607)  -0.6050
O (2.352, 1.252, -1.112)  -0.4726
O (0.540, 0.998, 0.997)  -0.5355
C (-2.761, 0.364, -2.779)  0.3274
N (2.322, 3.137, 0.384)  -0.0953
C (-3.309, -3.969, 2.646)  -1.0196
C (2.928, -1.061, -0.930)  -0.7375
C (2.107, 4.462, 0.528)  0.8162
O (-3.637, 2.628, -2.780)  -0.6144
C (-1.852, -0.531, -2.289)  -1.1792
H (1.628, -3.819, 2.443)  0.3953
H (-3.991, -3.088, 2.397)  0.2429
C (0.286, 1.912, -0.077)  0.1671
H (-0.140, 2.823, 0.293)  0.7748
H (0.287, -1.186, 1.899)  0.2653
H (2.880, 2.693, 1.071)  0.2061
C (2.452, 5.343, 1.747)  -1.0980
H (2.083, 6.302, 1.626)  0.3623
H (1.941, 4.843, 2.648)  0.2526
H (3.565, 5.562, 1.856)  0.2911
H (3.647, -0.930, -1.713)  0.4934
C (2.705, -2.343, -0.447)  -1.0125
C (-2.168, -4.246, 1.631)  0.7046
H (-2.939, -3.843, 3.646)  0.3241
H (1.452, 3.115, -1.527)  0.4757
C (-0.755, 1.334, -1.097)  -0.1114
H (-0.123, -0.690, -1.091)  0.2468
H (2.180, -4.577, 0.956)  0.3051
O (-2.378, -4.897, 0.571)  -0.6094
H (-4.581, 0.701, -3.642)  0.3223
N (-0.948, -3.749, 1.940)  -0.4330
H (-3.915, -4.824, 2.651)  0.3428
C (1.594, 2.415, -0.658)  -0.5201
C (1.203, -1.297, 1.184)  -0.0690
O (1.458, 4.999, -0.366)  -0.6370
C (2.336, 0.075, -0.401)  0.3474
C (-0.863, -0.022, -1.461)  -0.1454
C (1.342, -0.101, 0.520)  0.2709
H (-1.901, -1.602, -2.519)  0.4473

Which structure is the most stable? The one labeled version a.

Version a
Computed, not measured: a molecular structure, C3H4ClNOS, with the ωB97M-V functional and the def2-TZVPD basis.

Computed properties:
E_LUMO = -0.7 eV
Gap between HOMO and LUMO = 0.3681 Eh
Total charge = 0

Each line ends with the Mulliken charge.
Positions of all 11 atoms, in Å:
C (-1.321, 0.453, -0.680)  -0.8510
C (-0.191, -1.460, 0.916)  0.0945
H (-1.679, 1.457, -0.519)  0.3059
H (-2.069, -0.321, -0.735)  0.3471
C (0.124, -0.123, 0.476)  -0.1405
H (-0.758, 0.534, -1.588)  0.3251
H (0.154, 0.647, 1.233)  0.4647
S (1.614, 0.139, -0.538)  0.5141
O (2.580, -0.767, -0.058)  -0.4240
N (-0.415, -2.601, 1.072)  -0.3868
Cl (1.961, 2.042, 0.420)  -0.2490

Version b
Computed, not measured: a molecular structure, C3H4ClNOS, with the ωB97M-V functional and the def2-TZVPD basis.

Computed properties:
E_LUMO = 0.4 eV
Gap between HOMO and LUMO = 0.3282 Eh
Total charge = 0

Each line ends with the Mulliken charge.
Positions of all 11 atoms, in Å:
N (-1.485, 1.913, 0.283)  -0.3277
H (0.051, -1.989, 0.988)  0.3838
S (0.664, 0.355, 0.466)  -0.0690
C (0.562, -1.309, 0.216)  -0.2023
H (-0.656, 3.895, 0.001)  0.3305
H (-1.686, -0.393, 0.939)  0.2069
Cl (1.053, -3.329, -1.524)  -0.1683
O (-0.434, 2.899, 0.365)  -0.4166
H (1.757, -0.969, -1.397)  0.3069
C (1.116, -1.720, -0.843)  -0.2198
C (-0.943, 0.646, 0.506)  0.1756

Version c
Computed, not measured: C3H4ClNOS in the gas phase, with the ωB97M-V functional and the def2-TZVPD basis.

Computed properties:
E_LUMO = 0.8 eV
Gap between HOMO and LUMO = 0.3444 Eh
Total charge = 0
Structure (SMILES) = O/N=C\S/C=C/Cl

Each line ends with the Mulliken charge.
Positions of all 11 atoms, in Å:
C (1.343, 0.048, -0.157)  -0.1266
S (-0.201, -0.777, -0.259)  -0.0090
H (-4.049, -0.286, -0.104)  0.3823
C (-1.233, 0.584, -0.091)  0.0986
C (2.462, -0.649, 0.169)  -0.1386
H (1.443, 1.261, -0.371)  0.1867
H (2.512, -1.740, 0.504)  0.3031
O (-3.105, -0.632, 0.209)  -0.3920
Cl (3.953, 0.044, 0.033)  -0.1711
H (-0.655, 1.494, -0.038)  0.2616
N (-2.471, 0.652, 0.105)  -0.3949

Which structure is the most stable? The one labeled version a.

Version a
Computed, not measured: a molecular structure, C4H10I2N, with the ωB97M-V functional and the def2-TZVPD basis.

Computed properties:
E_LUMO (alpha / beta) = -4.8 / -4.8 eV
Gap between HOMO and LUMO (alpha / beta) = 0.2688 / 0.3073 Eh
Total charge = +1

Each line ends with the Mulliken charge.
Positions of all 17 atoms, in Å:
C (-3.374, 0.333, -0.796)  -0.7077
H (0.708, 0.073, -1.342)  0.3867
H (-1.418, -1.516, -1.706)  0.3857
H (-0.725, -0.388, -2.983)  0.3055
H (-3.909, 0.452, -1.748)  0.4534
I (-4.078, -1.354, 0.159)  0.2238
I (-3.232, 2.141, 0.138)  0.2213
C (0.144, -0.156, 1.648)  -1.1167
H (-0.222, 0.978, -0.489)  0.3708
C (-0.196, -0.954, 0.382)  0.0739
H (-0.610, 0.690, 1.769)  0.2513
H (1.161, 0.419, 1.514)  0.3000
C (-1.065, -0.544, -1.886)  -0.7082
H (0.321, -1.917, 0.262)  0.3889
H (0.086, -0.731, 2.536)  0.3869
H (-1.213, -1.320, 0.500)  -0.0377
N (-0.199, -0.020, -0.819)  -0.1780

Version b
Computed, not measured: a molecular structure, C4H10I2N, with the ωB97M-V functional and the def2-TZVPD basis.

Computed properties:
E_LUMO = -4.5 eV
Gap between HOMO and LUMO = 0.3230 Eh
Total charge = +1

Each line ends with the Mulliken charge.
Positions of all 17 atoms, in Å:
H (-0.537, 1.312, -1.669)  0.3126
N (-0.100, -0.047, -0.054)  0.0794
H (-0.904, -1.389, -1.608)  0.3408
H (0.869, 0.482, 1.831)  0.3803
C (-0.931, -1.212, -0.463)  -0.9563
H (-0.737, 2.010, 0.163)  0.4063
H (0.196, -0.977, 1.955)  0.3657
H (-0.907, 0.463, 1.804)  0.4185
C (-0.762, 1.167, -0.561)  -0.9239
C (1.367, 0.005, -0.553)  -1.1449
H (1.462, 0.160, -1.558)  0.6732
I (2.484, 1.880, 0.099)  0.2639
C (0.047, 0.005, 1.452)  -0.8512
I (2.582, -1.679, -0.057)  0.3123
H (-1.905, -1.210, -0.166)  0.4334
H (-1.816, 1.094, -0.445)  0.4482
H (-0.409, -2.064, -0.169)  0.4417

Which structure is the most stable? The one labeled version b.

Version a
Computed, not measured: C24H29N3O3S in the gas phase, with the ωB97M-V functional and the def2-TZVPD basis.

Computed properties:
E_LUMO = 0.5 eV
Gap between HOMO and LUMO = 0.2911 Eh
Total charge = 0

Each line ends with the Mulliken charge.
Positions of all 60 atoms, in Å:
C (-3.630, 1.702, 0.435)  -1.3384
O (2.598, 0.583, 1.814)  -0.3692
C (1.121, -0.756, -1.236)  -0.3933
C (6.660, -2.084, 2.109)  -0.6070
C (-4.521, 2.511, -3.111)  -0.4905
C (6.302, -0.465, 3.838)  -0.7631
H (-6.925, 4.829, -3.665)  0.3787
O (-0.090, -2.884, -2.260)  -0.6813
H (-0.453, 0.931, 1.378)  0.1346
N (-3.580, 1.736, -1.008)  0.3967
H (8.002, -1.757, 3.749)  0.3839
H (1.692, -0.590, -2.150)  0.5799
H (5.127, -2.160, 0.610)  0.4788
H (-5.309, 3.478, 0.032)  0.3785
H (-3.890, 1.850, -3.683)  0.2688
H (6.634, 0.014, 4.749)  0.3424
C (1.584, 0.597, 0.914)  0.8137
C (5.105, -0.056, 3.264)  0.8302
C (4.308, 1.030, 3.914)  -1.2779
H (-4.310, -0.234, -2.561)  0.5246
H (-2.721, -0.899, -2.959)  0.4199
N (-2.221, -2.152, -0.729)  0.0422
H (-3.837, -1.022, -0.127)  0.3982
C (4.690, -0.688, 2.082)  0.3025
H (4.176, 1.870, 3.233)  0.2688
C (0.435, 1.510, 1.120)  -1.3110
H (-2.945, 0.945, 0.807)  0.3048
C (-3.323, -0.461, -2.160)  -0.3124
H (0.656, 2.195, 1.934)  0.3682
H (-4.635, 1.456, 0.791)  0.4384
O (-1.670, -0.907, 1.087)  -0.6683
H (4.809, 1.385, 4.812)  0.4479
H (0.154, -0.265, -1.308)  -0.4144
C (3.465, -0.358, 1.383)  1.0353
H (-0.410, -3.671, 0.531)  0.5804
C (-6.241, 4.194, -3.123)  -0.5205
C (-5.318, 3.414, -1.043)  -0.4689
C (5.476, -1.697, 1.519)  -0.8365
H (0.477, -2.272, 1.186)  0.3910
C (-1.420, -1.791, 0.283)  0.3058
H (-3.337, 2.667, 0.861)  0.4127
C (-6.190, 4.225, -1.741)  -0.6669
C (-0.156, -2.622, 0.375)  -0.9449
C (-3.472, -1.495, -1.040)  -1.0306
H (3.317, 0.671, 4.186)  0.2525
H (-4.182, -2.268, -1.347)  0.3309
C (1.880, -0.337, -0.042)  0.3844
H (-1.860, 0.613, -0.986)  -0.6338
C (-2.668, 0.848, -1.681)  -0.2556
H (7.258, -2.865, 1.664)  0.4034
C (-5.395, 3.330, -3.797)  -0.7850
H (-5.416, 3.287, -4.876)  0.3554
H (0.228, 2.080, 0.216)  0.3271
C (7.076, -1.464, 3.277)  -0.6236
H (-6.840, 4.893, -1.192)  0.3655
C (-4.456, 2.531, -1.710)  1.2279
N (3.068, -0.930, 0.279)  -0.6216
H (-1.803, -2.713, -1.469)  0.3019
S (0.868, -2.597, -1.177)  0.4273
H (-2.222, 1.368, -2.536)  0.4115

Version b
Computed, not measured: C24H29N3O3S in the gas phase, with the ωB97M-V functional and the def2-TZVPD basis.

Computed properties:
E_LUMO = 0.6 eV
Gap between HOMO and LUMO = 0.3096 Eh
Total charge = 0
Structure (SMILES) = O=C(C1CCC1)N1CCCc2cc(S(=O)(=O)N3CCN(c4ccccc4)CC3)ccc21

Each line ends with the Mulliken charge.
Positions of all 60 atoms, in Å:
H (4.373, 2.435, -1.597)  0.3916
H (0.813, -2.344, 2.974)  0.4742
H (2.072, 2.520, -2.019)  0.6754
C (2.068, -1.590, -1.571)  -1.2346
C (0.053, 2.251, 1.524)  -0.3157
N (-1.345, -1.871, -0.191)  0.4156
H (2.677, 2.363, 1.931)  0.7321
H (-2.618, -3.328, 0.600)  0.3231
C (-1.296, 2.459, 1.742)  -0.6505
C (-1.661, 2.602, -0.603)  -0.5733
H (0.131, -1.888, -2.416)  0.5071
H (-5.052, -1.000, -2.576)  0.3346
C (-5.086, 0.383, -0.822)  -0.5590
H (-2.320, 2.725, -1.449)  0.3588
N (1.956, 2.096, 0.007)  0.0503
C (0.056, -1.825, -0.272)  -0.1034
H (-4.984, 1.463, -0.890)  0.2690
H (-6.138, 0.135, -0.697)  0.2476
H (2.584, -1.533, -2.516)  0.4576
H (-0.363, -1.091, 2.545)  0.2659
C (-1.973, -2.516, 0.957)  -0.5880
C (0.110, -2.018, 2.208)  -1.1135
H (0.016, 2.362, -1.853)  0.2664
H (-3.427, 0.383, 0.629)  -0.0886
C (-0.315, 2.395, -0.831)  -0.2263
C (2.794, -1.460, -0.404)  0.4279
S (4.496, -0.914, -0.482)  1.3886
H (2.800, -1.609, 1.715)  0.4891
C (-2.168, 2.645, 0.684)  -0.8074
C (-4.174, -0.291, 0.213)  -0.4876
C (-0.957, -3.076, 1.944)  -1.0020
O (-1.602, -0.491, -1.973)  -0.6052
H (-3.218, 2.827, 0.862)  0.4282
C (-2.102, -1.150, -1.087)  0.0398
C (2.349, 1.706, -1.342)  -0.1867
H (-0.480, -3.968, 1.535)  0.4305
H (-2.599, -1.785, 1.477)  0.3896
H (-4.694, -0.803, 1.022)  0.3964
H (4.689, 0.810, 1.603)  0.4772
H (4.036, 0.902, -2.430)  0.4486
C (-4.397, -0.410, -1.940)  -1.0169
H (-1.666, 2.476, 2.758)  0.3921
C (0.817, -1.801, 0.906)  1.6391
C (3.854, 1.472, -1.519)  -1.5123
H (-1.477, -3.355, 2.861)  0.4723
O (5.180, -1.334, 0.706)  -0.7401
N (4.451, 0.752, -0.429)  0.2057
C (2.188, -1.625, 0.826)  -1.5027
O (5.030, -1.262, -1.765)  -0.7356
H (-3.738, 0.191, -2.563)  0.3006
H (0.681, 2.114, 2.388)  0.3464
C (-3.603, -1.210, -0.893)  0.2539
C (0.587, 2.230, 0.229)  0.9077
C (2.741, 1.615, 1.134)  -0.3046
C (4.226, 1.416, 0.823)  -1.5305
H (1.797, 0.806, -1.648)  0.0780
H (2.322, 0.671, 1.512)  0.1011
H (4.733, 2.386, 0.778)  0.3718
H (-3.930, -2.247, -0.804)  0.6709
C (0.701, -1.792, -1.508)  -0.5399

Which structure is the most stable? The one labeled version a.